(1)
Here is an isolated molecule of C7H14 from the Open Molecules 2025 dataset. Energies are from the ωB97M-V functional and the def2-TZVPD basis.

Summary:
SMILES: CC(C)CC1CC1
Relative energy (zero: lowest compared OMol25 entry of this formula, charge and spin) (eV): 2.689

Each line ends with the Löwdin charge.
Cartesian coordinates (Å):
C (-0.9979, -2.6553, 0.4148)  -0.12
C (0.1157, 1.2847, -0.2918)  -0.29
C (-0.6117, -1.1996, 0.2430)  -0.36
C (0.9432, 1.9843, -1.3876)  -0.12
C (-0.5300, -0.2775, -0.9513)  -0.08
C (0.8626, 1.4554, 1.1087)  -0.08
C (0.4301, -2.2089, 0.6069)  -0.15
H (-1.5278, -0.2873, -1.4956)  0.11
H (0.2784, 2.0077, 1.8660)  0.07
H (2.0288, 1.8628, -1.2391)  0.07
H (0.6915, 1.5187, -2.3377)  0.05
H (-1.1968, -3.3466, -0.4062)  0.10
H (1.0825, 0.4924, 1.5697)  0.05
H (-0.8780, -0.6202, 1.1817)  0.14
H (1.8168, 2.0227, 1.0502)  0.07
H (0.8104, -2.0466, 1.6040)  0.09
H (0.1696, -0.5278, -1.7546)  0.08
H (0.7725, 3.0661, -1.4925)  0.07
H (1.1673, -2.5698, -0.1110)  0.10
H (-1.6031, -2.8589, 1.2946)  0.09
H (-0.8643, 1.7068, -0.1505)  0.09

Force components x, y, z for each atom (eV/Å):
C -0.118 0.051 0.026
C -0.697 -0.965 -0.594
C 0.149 0.539 0.767
C -0.229 -0.218 -0.186
C 0.829 1.168 0.895
C -0.323 -0.583 -0.231
C 0.229 0.018 0.315
H 0.913 1.151 0.927
H -0.148 -0.243 -0.549
H -0.405 -0.168 0.056
H 0.100 0.216 -0.281
H 0.068 0.510 0.002
H 0.155 -0.078 -0.020
H 0.047 -0.667 -1.301
H -0.554 -0.494 -0.447
H 0.187 -0.532 0.144
H 0.227 -0.516 0.469
H -0.134 -0.282 0.258
H -0.271 0.315 0.036
H 0.149 -0.077 -0.139
H -0.173 0.857 -0.147

(2)
Here is a structure of composition C2H4N2O2S from the Open Molecules 2025 dataset. Energies are from the ωB97M-V functional and the def2-TZVPD basis.

Summary:
Relative energy (zero: lowest compared OMol25 entry of this formula, charge and spin) (eV): 2.672

Each line ends with the Löwdin charge.
Cartesian coordinates (Å):
S (-1.3696, 0.0640, -1.4982)  0.69
O (1.1288, -1.4172, -0.9990)  0.07
O (1.7027, -0.8142, 1.0670)  0.07
N (-0.5966, 1.0669, 0.7920)  -0.12
N (-0.1091, 1.3776, 2.1469)  0.00
C (-0.2889, 0.2426, -0.2286)  -0.67
C (0.9549, -0.6765, 0.0906)  -0.47
H (0.4032, -1.2576, -1.6280)  0.01
H (-1.2928, 1.7345, 0.6331)  0.09
H (-0.1119, 0.4108, 2.6846)  0.11
H (1.2069, 1.4324, 1.9935)  0.22

Force components x, y, z for each atom (eV/Å):
S 1.255 0.046 0.376
O 0.900 -0.496 0.584
O -2.489 1.271 -1.991
N 0.912 0.090 0.814
N 5.614 -3.055 -0.746
C -0.515 0.236 2.928
C 1.089 -1.162 -0.442
H -0.254 0.178 -0.181
H -1.365 0.744 -0.641
H -0.071 2.287 -1.368
H -5.077 -0.139 0.667

(3)
Here is an isolated molecule of C5H14N2O from the Open Molecules 2025 dataset. Energies are from the ωB97M-V functional and the def2-TZVPD basis.

Summary:
SMILES: CC(C)[C@@H](N)N(C)O
Relative energy (zero: lowest compared OMol25 entry of this formula, charge and spin) (eV): 4.509

Each line ends with the Löwdin charge.
Cartesian coordinates (Å):
O (-2.0585, 0.3895, -0.5823)  -0.02
N (0.0749, 2.1785, 0.3630)  0.05
N (-1.1666, 0.1813, 0.5380)  -0.27
C (0.5913, -1.5776, -0.3990)  -0.03
C (-1.6899, -0.7582, 1.5091)  -0.09
C (1.6461, 0.5732, -1.5109)  -0.10
C (0.1975, 0.7775, 0.6778)  -0.38
C (1.2284, 0.0325, -0.1503)  -0.27
H (-0.6804, 2.5654, 0.9224)  0.08
H (0.4459, 0.7059, 1.7431)  0.14
H (2.3208, 1.4297, -1.4096)  0.08
H (0.7884, 0.8710, -2.1181)  0.07
H (2.1925, -0.1927, -2.0802)  0.07
H (-0.3874, -1.8870, -0.7693)  0.05
H (-1.0985, -0.7675, 2.4276)  0.09
H (-1.9437, -0.3784, -1.1672)  0.08
H (-0.2523, 2.2600, -0.5965)  0.07
H (1.1736, -1.9425, -1.2489)  0.04
H (-2.7185, -0.4835, 1.7648)  0.08
H (0.9122, -2.1086, 0.4982)  0.06
H (-1.7025, -1.7793, 1.1243)  0.06
H (2.1265, -0.0894, 0.4640)  0.12

Force components x, y, z for each atom (eV/Å):
O 1.600 -0.041 1.097
N 0.587 0.596 -0.321
N -0.789 -0.242 1.437
C 2.788 1.686 -0.245
C -0.365 0.342 -0.671
C 0.099 0.258 -0.035
C -2.264 0.375 -1.114
C -1.188 -2.986 -0.991
H 0.180 -0.075 0.020
H -0.256 -0.297 -0.196
H -0.231 0.009 -0.015
H -0.003 0.023 0.006
H -0.159 0.174 0.254
H -0.503 1.009 0.753
H 0.100 0.225 -0.195
H 0.193 0.060 0.105
H 0.152 0.052 0.058
H 0.617 -0.156 0.326
H 0.042 -0.062 0.066
H -0.474 -0.338 -0.166
H -0.046 -0.334 -0.005
H -0.084 -0.276 -0.170

(4)
Here is a cluster of 2 separate species, C3H10OS in total from the Open Molecules 2025 dataset. Energies are from the ωB97M-V functional and the def2-TZVPD basis.

Summary:
SMILES: CCSC.O
Relative energy (zero: lowest compared OMol25 entry of this formula, charge and spin) (eV): 0.767

Each line ends with the Löwdin charge.
Cartesian coordinates (Å):
S (0.7720, -0.0290, 0.5756)  0.77
O (-2.3185, 0.9565, 0.8493)  -0.08
C (0.6183, -0.5050, -1.2172)  -0.51
C (1.2658, 0.6470, -2.0634)  -0.17
C (-0.5603, -1.1141, 1.1116)  -0.47
H (1.9390, 0.1771, -2.7796)  0.06
H (0.4058, 1.1460, -2.4841)  0.06
H (-1.2448, -1.3016, 0.2878)  0.02
H (1.0641, -1.4851, -1.2557)  0.06
H (-3.1273, 1.2099, 0.3915)  0.05
H (-1.9203, 1.7224, 1.2698)  0.04
H (-1.2383, -0.8298, 1.9143)  0.03
H (-0.3916, -0.4820, -1.6191)  0.06
H (-0.1520, -2.0721, 1.4097)  0.02
H (1.8854, 1.3635, -1.5226)  0.05

Force components x, y, z for each atom (eV/Å):
S -1.081 -0.062 -0.803
O -0.354 -0.240 -0.175
C 0.799 2.007 0.643
C 0.459 -1.391 0.492
C -0.461 -1.217 0.405
H -0.292 0.323 -0.540
H 0.322 0.456 -0.589
H 0.170 0.124 -0.155
H 0.192 -0.199 -0.596
H 0.191 0.371 0.245
H -0.190 0.206 -0.201
H 0.570 0.688 0.118
H -0.329 -0.623 0.868
H 0.221 -0.309 -0.014
H -0.217 -0.133 0.303

(5)
Here is a structure of composition C23H57InN2O2PS from the Open Molecules 2025 dataset. Energies are from the ωB97M-V functional and the def2-TZVPD basis.

Summary:
Total charge: -1

Each line ends with the Löwdin charge.
Cartesian coordinates (Å):
In (-7.8039, 0.7995, -0.1214)  0.27
S (-11.2395, -0.6692, -1.4214)  -0.20
P (-9.4905, 0.1493, -1.9610)  0.02
O (5.5027, -3.2360, -1.2894)  -0.20
O (-2.8879, -0.0460, 4.0559)  -0.19
N (7.5097, -3.5080, 0.8125)  0.04
N (-0.5823, -1.7892, 4.0938)  0.04
C (7.5500, -4.3196, -0.4042)  -0.44
C (-6.0663, 1.7990, -1.0730)  -0.37
C (-1.9497, 3.7900, -1.3459)  -0.22
C (2.1667, 2.8840, -1.5218)  -0.21
C (3.2255, -0.5865, -0.6498)  -0.22
C (1.2396, 4.0261, -1.1040)  -0.21
C (5.8593, -2.5296, -2.4600)  -0.10
C (2.2291, -0.4673, -1.8216)  -0.20
C (-2.5121, -3.1724, 3.5726)  -0.07
C (6.1784, -4.4582, -1.0731)  -0.21
C (1.4822, -1.2178, 1.1156)  -0.10
C (-4.4595, 3.8033, -0.7504)  -0.23
C (0.2365, 3.6823, 0.0056)  -0.21
C (-3.8707, -0.2384, 3.0513)  -0.09
C (-1.8808, -2.2399, 4.5997)  -0.44
C (-3.3274, 3.1376, -1.5493)  -0.21
C (1.5842, 1.9288, -2.5621)  -0.21
C (8.6414, -3.7836, -1.3240)  -0.07
C (2.6236, -0.2634, 0.7219)  -0.25
C (-5.4577, 2.8292, -0.1211)  -0.35
C (2.4506, 0.6917, -2.8155)  -0.21
C (-1.0571, 2.9815, -0.4088)  -0.22
C (-2.7831, -1.0727, 5.0164)  -0.22
H (-1.9500, -4.1046, 3.5210)  0.07
H (1.8555, 4.8548, -0.7454)  0.10
H (3.5056, 0.9936, -2.8042)  0.10
H (-7.3081, -0.6430, 0.7502)  -0.14
H (0.7144, 4.4038, -1.9882)  0.10
H (3.6239, -1.6036, -0.6033)  0.09
H (0.5838, 1.6026, -2.2667)  0.09
H (-5.0140, 4.4928, -1.3962)  0.11
H (7.8362, -5.3338, -0.1039)  0.13
H (-1.4454, 3.9277, -2.3065)  0.10
H (-2.4983, -2.7278, 2.5768)  0.07
H (-3.2686, 2.0856, -1.2500)  0.10
H (8.6044, -4.2576, -2.3065)  0.08
H (-4.7675, -0.7158, 3.4568)  0.09
H (1.2037, -1.8705, 0.2858)  0.07
H (2.4662, 2.3307, -0.6276)  0.09
H (1.4582, 2.4885, -3.4947)  0.11
H (-9.7060, 1.2597, -2.8086)  -0.13
H (3.0895, 3.2993, -1.9420)  0.11
H (-0.7614, -1.1191, 3.3507)  0.06
H (-2.0768, 4.7943, -0.9238)  0.11
H (-5.3302, 1.0224, -1.3033)  0.01
H (-1.6944, -2.8193, 5.5111)  0.13
H (-4.0150, 4.4191, 0.0414)  0.10
H (-1.6288, 2.7556, 0.4978)  0.12
H (6.7127, -1.8664, -2.2957)  0.08
H (8.5469, -2.7057, -1.4602)  0.06
H (2.2536, 0.3273, -3.8260)  0.10
H (7.0831, -2.6134, 0.5880)  0.07
H (-6.3250, 2.2732, -2.0274)  0.03
H (-8.8604, -0.6696, -2.9257)  -0.13
H (-0.0404, 4.6099, 0.5188)  0.11
H (6.8929, -3.9366, 1.4946)  0.07
H (4.0812, 0.0749, -0.8269)  0.10
H (-0.0937, -1.2639, 4.8121)  0.07
H (-3.5802, 3.1199, -2.6113)  0.11
H (-0.8463, 2.0128, -0.8726)  0.09
H (1.7509, -1.8599, 1.9541)  0.06
H (-3.7814, -1.4377, 5.2940)  0.12
H (0.5845, -0.6737, 1.4123)  0.06
H (9.6211, -3.9700, -0.8855)  0.07
H (-4.9562, 2.3048, 0.7041)  0.09
H (5.5300, -5.0311, -0.4057)  0.12
H (-8.6197, 1.9621, 0.9156)  -0.12
H (3.4165, -0.3113, 1.4718)  0.10
H (-2.3412, -0.6002, 5.8989)  0.12
H (2.2568, 0.7641, 0.7225)  0.08
H (6.2636, -5.0141, -2.0172)  0.12
H (6.0970, -3.2145, -3.2809)  0.09
H (-6.2516, 3.4229, 0.3441)  0.08
H (2.2403, -1.4005, -2.3896)  0.10
H (0.7485, 3.0626, 0.7513)  0.10
H (1.2148, -0.3900, -1.4169)  0.10
H (-3.4987, -0.8383, 2.2175)  0.08
H (-3.5480, -3.4031, 3.8259)  0.08
H (5.0023, -1.9194, -2.7447)  0.08
H (-4.1422, 0.7451, 2.6724)  0.08

Force components x, y, z for each atom (eV/Å):
In 0.259 0.204 0.281
S 0.031 0.040 -0.077
P -0.263 -0.227 0.207
O 0.018 0.017 0.005
O 0.029 0.001 -0.036
N -0.056 -0.010 -0.006
N -0.012 0.020 0.048
C 0.034 -0.003 0.045
C -0.004 -0.109 -0.042
C 0.031 0.069 -0.060
C -0.004 -0.061 -0.017
C -0.007 0.102 0.113
C -0.029 0.046 -0.034
C -0.048 0.032 0.005
C 0.030 -0.022 -0.036
C -0.005 -0.020 -0.011
C -0.023 -0.008 -0.007
C -0.001 0.016 0.047
C 0.071 0.021 0.001
C -0.008 -0.005 0.019
C -0.052 0.060 -0.036
C 0.020 -0.019 -0.036
C -0.008 -0.065 0.041
C 0.007 0.019 0.006
C 0.006 0.007 -0.009
C -0.062 -0.112 -0.100
C -0.031 -0.019 0.012
C 0.032 0.043 0.078
C -0.036 -0.047 0.011
C 0.002 0.029 0.039
H 0.015 0.011 -0.018
H 0.023 -0.002 -0.004
H -0.016 -0.060 -0.041
H -0.037 -0.070 -0.101
H 0.007 0.034 0.045
H 0.033 0.026 -0.040
H 0.026 0.021 -0.034
H 0.068 0.020 -0.023
H -0.009 -0.008 -0.028
H 0.013 -0.035 0.000
H -0.012 0.007 0.021
H 0.054 0.016 -0.017
H 0.003 -0.004 0.001
H -0.003 -0.001 -0.005
H -0.017 0.019 0.024
H 0.024 -0.035 0.007
H -0.013 -0.011 0.000
H 0.058 0.041 -0.072
H -0.001 -0.005 0.030
H 0.048 -0.029 -0.020
H 0.004 0.001 -0.067
H 0.014 0.048 -0.080
H -0.018 0.007 0.008
H -0.040 -0.006 0.019
H 0.002 0.004 0.012
H 0.019 -0.023 -0.025
H -0.018 -0.005 -0.009
H -0.049 -0.004 0.002
H 0.025 0.002 0.001
H -0.090 0.009 0.051
H 0.076 0.051 -0.090
H -0.008 -0.030 -0.011
H 0.023 -0.010 0.010
H -0.004 -0.046 -0.024
H -0.008 -0.022 0.017
H -0.038 -0.006 0.033
H -0.005 0.009 0.056
H 0.014 -0.006 -0.015
H 0.009 -0.020 -0.006
H 0.004 -0.020 -0.025
H -0.002 0.020 0.015
H -0.029 -0.005 -0.017
H -0.018 0.013 -0.009
H -0.058 -0.003 -0.083
H -0.001 0.062 0.006
H -0.013 0.004 -0.004
H 0.000 0.042 0.015
H 0.029 0.002 0.008
H -0.006 -0.002 -0.001
H 0.017 -0.009 0.045
H 0.014 -0.017 0.028
H 0.006 0.059 0.013
H -0.003 -0.007 -0.062
H -0.020 -0.016 0.017
H 0.001 -0.004 0.000
H -0.003 -0.005 0.004
H -0.010 -0.003 -0.005

(6)
Here is a cluster of 2 separate species, C2H2F3NO in total from the Open Molecules 2025 dataset. Energies are from the ωB97M-V functional and the def2-TZVPD basis.

Summary:
SMILES: OC(F)(F)F.C#N
Relative energy (zero: lowest compared OMol25 entry of this formula, charge and spin) (eV): 2.528

Each line ends with the Löwdin charge.
Cartesian coordinates (Å):
F (0.9740, 0.1370, 0.4772)  0.31
F (0.7856, 1.7057, 1.6408)  0.16
F (1.5599, 2.0025, -0.2566)  0.08
O (-0.6415, 1.6339, -0.0515)  0.13
N (-1.4121, -1.5500, -0.2477)  0.07
C (-0.8521, -2.5090, -0.5014)  -0.06
C (0.5929, 1.2579, 0.4161)  -0.92
H (-0.5175, -3.5291, -0.7484)  0.08
H (-0.4892, 0.8511, -0.7286)  0.15

Force components x, y, z for each atom (eV/Å):
F 1.529 -9.593 -1.480
F -1.027 1.472 2.537
F -0.152 -0.393 -1.174
O 2.337 -4.662 -1.949
N -0.046 0.867 0.095
C 0.124 -2.087 -0.447
C 0.040 11.050 1.799
H -0.054 1.206 0.276
H -2.752 2.141 0.342

In the order shown, the computed HOMO values come out to -9.566 -9.556 -7.912 -8.206 -4.099 -12.558 eV.
In the order shown, the computed E values come out to -7483.60562 -20046.81055 -10436.51858 -16155.09887 -57147.96083 -13794.57198 eV.
In the order shown, the computed frontier orbital gap values come out to 10.720 8.656 8.735 8.912 6.026 13.243 eV.